C40H42BF6N3O5S | ωB97M-V/def2-TZVPD

Geometry as XYZ:
```
98
Properties=species:S:1:pos:R:3:lowdin_charge:R:1
S -0.04 -4.06 1.28 1.133
F 3.08 -5.18 -4.51 0.116
F -1.75 -8.08 -2.61 0.124
F -2.87 -6.52 -3.67 0.126
F 2.10 -3.28 -5.06 0.114
F -2.90 -6.57 -1.47 0.118
F 1.44 -5.16 -5.98 0.133
O -0.97 1.19 2.11 0.078
O -6.25 -3.14 -1.26 0.044
O 1.31 1.43 1.49 0.027
O 0.34 6.26 -1.50 0.077
O -5.36 -3.70 -3.19 0.048
N -5.26 -3.25 -2.02 -0.321
N -1.41 4.77 -1.27 -0.026
N -0.31 2.82 -0.96 -0.002
C -3.86 -2.37 -0.22 0.022
C 2.00 -2.95 0.14 -0.103
C 1.50 3.97 0.27 -0.091
C 1.22 -0.82 4.50 -0.038
C -0.79 0.40 -0.28 -0.010
C -2.63 2.77 -1.92 0.006
C 1.06 1.69 4.51 -0.029
C 2.50 5.10 0.42 -0.210
C 0.73 3.87 -1.03 -0.167
C 0.09 1.56 -0.45 -0.124
C 1.63 -4.69 3.44 -0.101
C 1.79 0.45 2.44 -0.080
C -0.43 -0.97 -0.44 -0.010
C 0.85 0.42 3.69 -0.505
C 3.42 5.43 -0.59 -0.031
C -0.63 0.32 3.26 -0.050
C 1.44 -3.92 2.19 -0.555
C 0.90 -4.78 -3.67 -0.103
C -2.45 5.76 -1.33 -0.021
C -1.70 -2.35 -2.05 -0.027
C -2.90 -2.86 -2.45 0.019
C -0.07 -5.77 -3.65 0.065
C -2.11 -6.76 -2.56 -0.509
C -2.29 3.28 0.51 0.013
C 0.43 -4.19 -1.36 -0.230
C -3.99 -2.84 -1.55 -0.156
C -0.58 -5.18 -1.37 0.010
C -2.63 -1.91 0.19 -0.024
C 4.45 6.33 -0.31 -0.080
C -1.55 -1.82 -0.75 -0.240
C 2.36 -3.13 1.51 -0.124
C -1.67 3.38 -0.88 -0.466
C 4.53 6.94 0.95 -0.097
C -0.90 -5.86 -2.53 -0.100
C 3.57 6.65 1.93 -0.088
C -0.09 5.13 -1.30 -0.369
C 1.87 -4.61 -4.82 -0.514
C 0.73 -3.45 -0.16 -0.503
C 2.57 5.72 1.67 -0.043
C 1.15 -3.98 -2.56 0.040
B -0.02 1.42 1.14 -0.710
H -4.74 -2.38 0.43 0.123
H -3.13 3.97 0.56 0.087
H 1.43 3.69 -1.86 0.160
H -3.30 5.36 -1.89 0.082
H -1.30 0.62 4.08 0.144
H 2.64 -2.44 -0.57 0.120
H -0.85 -0.72 2.98 0.126
H 5.18 6.55 -1.08 0.099
H -1.58 3.55 1.29 0.094
H 1.16 -5.67 3.32 0.082
H 0.60 -0.87 5.40 0.092
H 1.07 1.29 -0.83 0.174
H 1.07 -1.75 3.93 0.062
H -1.12 -5.43 -0.46 0.089
H 3.61 7.13 2.90 0.098
H -3.57 3.34 -1.91 0.078
H 0.51 1.59 5.45 0.090
H 1.92 -3.20 -2.61 0.135
H -0.85 -2.34 -2.74 0.126
H 0.70 2.57 3.96 0.095
H -2.80 6.04 -0.33 0.094
H -1.86 0.64 -0.37 0.122
H 2.80 0.80 2.67 0.142
H 1.83 -0.54 1.93 0.123
H 2.28 -0.80 4.82 0.101
H -2.85 1.73 -1.69 0.071
H 5.35 7.62 1.17 0.097
H -2.07 6.65 -1.84 0.098
H -3.05 -3.29 -3.45 0.129
H 0.60 -1.19 -0.67 0.100
H -2.17 2.83 -2.91 0.101
H 1.82 5.46 2.43 0.111
H 3.28 -2.77 1.97 0.122
H 2.05 3.03 0.41 0.126
H 0.76 4.05 1.09 0.127
H 1.14 -4.17 4.27 0.075
H -2.48 -1.58 1.22 0.116
H -2.68 2.27 0.71 0.086
H -0.19 -6.47 -4.48 0.144
H 2.14 1.82 4.72 0.096
H 2.69 -4.81 3.65 0.092
H 3.32 4.96 -1.57 0.113
```

LUMO (eV): -1.058
Largest force on an atom (eV Å⁻¹): 4.98
M (g/mol): 801.659
ΔE to the lowest compared entry with this formula, charge and spin (kcal/mol): 26.36
HOMO level (Ha): -0.2747
Total charge: 0